Record 1
{"formula": "C6H14ClI2NO3PRh", "method": "ωB97M-V/def2-TZVPD", "de_lowest_kcal_mol": 89.63, "orbital_gap_ev": [7.405, 2.921], "total_charge": 2, "spin_multiplicity": 5, "lumo_ev": [-7.69, -12.11], "species": ["C", "H", "H", "H", "C", "C", "Rh", "Cl", "O", "H", "I", "P", "H", "O", "H", "I", "C", "H", "N", "C", "H", "H", "H", "H", "H", "H", "O", "C", "H"], "coordinates": [[1.3868, -1.5240, -2.9535], [1.2788, -1.3374, -4.0481], [0.5309, -1.0512, 3.4935], [0.4170, 1.0973, 4.6017], [1.4346, 1.4829, -2.9164], [-0.8236, 0.2477, -0.1690], [1.2599, 0.0376, 0.0808], [3.6048, -0.3567, 0.8032], [0.0259, -0.0026, 2.2126], [2.4920, 1.5314, -2.5863], [-3.3269, -1.9282, -0.3659], [0.7248, -0.0215, -2.2146], [-1.6283, -0.8972, -2.5878], [-1.4635, 1.7359, 2.3986], [0.7569, -2.3846, -2.6556], [-3.0626, 2.3630, -0.7532], [-1.0680, 0.0177, -2.8621], [0.3948, -1.2538, 5.2818], [-0.0368, -1.0654, 4.3580], [-0.7745, 0.8252, 2.8511], [1.3248, 1.2230, -3.9944], [2.4382, -1.5869, -2.6271], [-0.9333, -1.6818, 4.2273], [-0.8464, 0.0612, -3.9642], [0.8208, 2.3594, -2.6511], [-1.5975, 0.9460, -2.5370], [-1.8474, 0.0336, 0.1888], [-0.4692, 0.5006, 4.2866], [-1.0128, 0.6285, 5.1025]], "lowdin_charge": [-0.214, 0.079, 0.112, 0.164, -0.209, -0.359, 0.534, -0.228, -0.216, 0.077, 0.734, 0.737, -0.006, 0.044, 0.075, 1.022, -0.249, 0.172, 0.181, -0.593, 0.074, 0.070, 0.210, 0.084, 0.069, -0.058, -0.405, 0.024, 0.076]}

***

Record 2
{"formula": "C18H35Cl16FNO4S2", "method": "ωB97M-V/def2-TZVPD", "orbital_gap_ev": 7.367, "total_charge": 1, "spin_multiplicity": 1, "lumo_ev": -3.69, "species": ["F", "C", "H", "Cl", "H", "C", "S", "H", "H", "Cl", "H", "C", "H", "C", "H", "H", "C", "H", "H", "C", "H", "H", "H", "Cl", "Cl", "C", "O", "H", "S", "H", "H", "H", "C", "Cl", "Cl", "C", "C", "H", "H", "C", "Cl", "Cl", "H", "H", "H", "Cl", "H", "O", "H", "C", "C", "Cl", "C", "Cl", "Cl", "C", "H", "C", "H", "H", "H", "Cl", "Cl", "H", "H", "H", "O", "O", "C", "H", "C", "H", "H", "Cl", "N", "H", "Cl"], "coordinates": [[-3.9932, 1.1976, -1.5993], [1.1339, 0.3617, -2.7670], [1.7896, -2.4407, 1.1743], [1.9744, 1.2223, -8.9842], [-3.7875, -0.0869, 1.4660], [-0.8486, -0.3257, 2.6590], [-2.2639, -2.2419, 0.0891], [2.3751, 6.0967, 3.1955], [-1.5934, -0.1531, 1.8741], [0.5152, -7.0958, -0.6208], [-4.2271, -2.9586, -0.8565], [-0.2531, -2.7091, -5.9117], [0.2391, 1.0665, 1.4005], [-1.9833, -3.2883, 1.5375], [1.2153, 0.7834, -3.7613], [0.1082, -2.6709, -4.8926], [-4.8581, -1.0952, -0.1646], [3.4031, -1.3698, -1.0027], [-3.2081, 4.3175, 7.1663], [-3.3486, 0.9711, -0.3823], [-1.3140, 4.8963, -5.9116], [-3.3935, 5.1232, 5.5856], [3.7676, 1.9528, -7.6563], [-1.0439, 3.1193, -7.4204], [6.5804, -1.2221, 3.3307], [-2.7625, 4.4869, 6.1939], [1.5812, -0.0729, 2.4911], [-1.3007, -0.0787, 3.6249], [3.8788, -2.1439, -0.0214], [-5.8240, -1.3186, 0.3006], [0.9034, 2.5991, 3.0331], [2.3082, -5.6355, -0.1971], [2.7120, 2.1894, -7.7063], [0.1673, 5.3013, 3.1260], [-0.4310, 0.8351, -2.0849], [0.3398, 0.6286, 2.3981], [-1.0661, 4.8240, -6.9635], [-5.0529, -0.9162, -1.2251], [2.2692, -7.0123, 0.9433], [-1.5317, -2.5455, 2.7864], [-2.6069, 2.9127, 5.3836], [2.1663, 4.9850, 5.2530], [1.9177, 0.7335, -2.1164], [-0.6678, 2.0920, 3.6748], [6.9110, -3.2606, 4.4492], [0.8734, -5.2507, 1.6262], [0.8600, 1.3899, 4.3286], [-0.4656, -1.7180, 2.6656], [-4.4166, -2.9014, 0.7717], [0.3424, 1.7531, 3.4353], [6.7975, -2.9715, 3.4118], [1.9902, 1.8514, -6.1244], [1.5836, 5.9997, 3.9282], [0.4659, -4.1123, -6.7118], [-1.2025, 5.2742, 6.4104], [1.6807, -6.2735, 0.4136], [-3.1375, 1.9285, 0.1034], [2.6690, -1.7903, 1.2578], [2.5537, 3.2385, -7.9274], [-2.3932, 0.4744, -0.5909], [-1.8015, 5.3367, -7.5714], [1.2926, -1.3963, -2.8805], [0.1811, -1.1938, -6.7057], [-2.9028, -3.8254, 1.7949], [-1.3312, -2.8173, -5.9326], [7.6717, -3.2422, 2.8327], [-2.0686, -2.7785, 3.8395], [2.2888, 0.4431, 0.4117], [2.1902, -0.3641, 1.3078], [1.3065, 6.9676, 4.3281], [-4.2716, 0.1399, 0.5089], [-5.1341, 0.7740, 0.7519], [3.1508, -2.0350, 2.2125], [5.4017, -3.8352, 2.7441], [-4.0516, -2.3844, -0.0295], [-1.2673, -4.0702, 1.2578], [0.5062, 5.5970, -7.2173]], "lowdin_charge": [-0.048, -0.962, 0.050, 0.508, 0.109, -0.086, 1.048, 0.025, 0.086, 0.526, 0.140, -1.046, 0.138, -0.334, -0.031, -0.050, -0.144, -0.183, 0.027, -0.234, 0.023, 0.027, 0.028, 0.499, 0.514, -1.000, 0.026, 0.134, 0.720, 0.137, 0.048, 0.025, -1.003, 0.502, 0.567, -0.304, -1.013, 0.135, 0.033, -0.530, 0.505, 0.502, 0.018, 0.022, 0.026, 0.560, 0.107, -0.012, 0.137, -0.036, -1.003, 0.479, -1.002, 0.513, 0.513, -0.981, 0.133, -0.474, 0.005, 0.006, 0.025, 0.561, 0.496, 0.101, 0.023, 0.028, 0.167, 0.090, -0.501, 0.027, -0.167, 0.134, 0.061, 0.503, -0.197, 0.015, 0.507]}